Here is 2 unconnected molecules or ions with the total composition C9H14 at a distorted geometry from the Open Molecules 2025 dataset. Energies are from ωB97M-V/def2-TZVPD.

Each line ends with the Löwdin charge.
Geometry (Å):
C1 2.24 1.64 -0.23  -0.06
C2 0.72 2.29 1.63  -0.07
C3 1.13 1.30 0.78  -0.29
C4 -0.35 2.02 2.48  -0.09
C5 0.67 -0.01 0.78  -0.04
C6 -0.87 0.71 2.61  -0.09
C7 -0.25 -0.24 1.82  -0.11
H1 1.03 3.37 1.54  0.13
H2 -0.61 2.84 3.18  0.11
H3 1.83 2.19 -1.10  0.08
H4 2.70 0.77 -0.68  0.07
H5 0.97 -0.89 0.21  0.11
H6 -1.54 0.40 3.39  0.09
H7 -0.42 -1.31 2.02  0.10
H8 2.91 2.39 0.11  0.06
C8 -1.85 -2.18 -1.86  -0.19
C9 -0.59 -2.20 -2.74  -0.16
H9 -2.41 -1.23 -2.02  0.07
H10 -2.60 -2.89 -2.18  0.05
H11 -1.75 -2.35 -0.79  0.05
H12 -1.09 -1.84 -3.65  0.07
H13 0.28 -1.59 -2.47  0.05
H14 -0.15 -3.20 -2.84  0.06

Computed properties:
relative energy (zero: lowest compared OMol25 entry of this formula, charge and spin): 1.0922 eV
SMILES string: Cc1ccccc1.CC
LUMO level: 0.0371 Ha
gap between HOMO and LUMO: 10.04 eV
HOMO: -9.033 eV
total charge: 0
2S+1: 1

Here is C6H13NO7S in the gas phase at a distorted geometry from the Open Molecules 2025 dataset. Energies are from ωB97M-V/def2-TZVPD.

Each line ends with the Löwdin charge.
Geometry (Å):
O1 -2.08 0.01 1.36  -0.32
O2 -2.00 2.37 1.72  -0.34
O3 -1.49 -0.13 -2.26  -0.08
O4 0.05 -1.61 2.37  -0.04
O5 0.46 -2.70 -0.09  0.01
O6 2.31 0.92 1.61  0.01
O7 -2.40 1.54 -0.70  -0.18
N1 0.68 1.04 -0.89  -0.02
C1 -0.17 -0.37 -2.58  -0.18
C2 0.20 1.42 0.51  -0.22
C3 0.84 -0.99 1.37  -0.23
C4 0.13 -1.36 -0.06  -0.26
C5 0.94 0.51 1.63  -0.26
C6 0.72 -0.43 -1.18  -0.16
S1 -1.65 1.29 0.73  0.75
H1 -2.08 -0.23 -3.09  0.18
H2 -0.94 -1.54 2.30  0.12
H3 0.69 -2.99 0.76  0.06
H4 2.44 1.57 2.25  0.06
H5 -1.86 0.90 -1.27  0.00
H6 1.42 1.69 -1.24  0.14
H7 0.04 -1.28 -3.14  0.12
H8 0.17 0.48 -3.14  0.10
H9 0.46 2.45 0.57  0.12
H10 1.86 -1.30 1.46  0.15
H11 -0.96 -1.38 -0.18  0.13
H12 0.45 0.84 2.59  0.17
H13 1.79 -0.71 -1.40  0.16

Computed properties:
SMILES string: O=S(=O)(O)[C@@H]1N[C@H](CO)[C@@H](O)[C@H](O)[C@H]1O
LUMO level: 0.0067 Ha
gap between HOMO and LUMO: 9.55 eV
HOMO: -9.373 eV
total charge: 0
2S+1: 1

Here is C10H8O2 in the gas phase at a distorted geometry from the Open Molecules 2025 dataset. Energies are from ωB97M-V/def2-TZVPD.

Each line ends with the Löwdin charge.
Geometry (Å):
C1 4.68 -1.44 0.66  0.11
C2 -3.14 -1.00 -1.04  0.13
C3 3.64 -1.03 0.29  -0.16
C4 -2.56 -1.26 -0.02  -0.03
C5 1.49 0.04 -0.61  -0.02
C6 2.63 -0.29 -0.28  -0.02
C7 0.33 0.80 -0.96  -0.12
C8 -1.58 -1.19 1.07  -0.28
C9 -0.59 1.15 0.27  -0.32
C10 -0.67 -0.05 1.16  -0.22
O1 -1.73 -0.26 2.05  0.08
O2 -0.07 2.22 1.02  0.01
H1 5.23 -1.93 1.42  0.03
H2 -3.85 -1.10 -1.82  0.03
H3 0.31 -0.33 1.52  0.15
H4 0.60 1.75 -1.54  0.17
H5 -0.26 0.09 -1.46  0.10
H6 -1.09 -2.11 1.27  0.14
H7 -1.53 1.50 -0.16  0.16
H8 0.65 1.87 1.55  0.09

Computed properties:
relative energy (zero: lowest compared OMol25 entry of this formula, charge and spin): 8.3494 eV
SMILES string: C#CC#CC[C@H](O)[C@H]1O[C@H]1C#C
LUMO level: 0.0204 Ha
gap between HOMO and LUMO: 9.96 eV
HOMO: -9.408 eV
total charge: 0
2S+1: 1

Here is a gas-phase ion, C8H10N5 (charge +1) at a distorted geometry from the Open Molecules 2025 dataset. Energies are from ωB97M-V/def2-TZVPD.

Each line ends with the Löwdin charge.
Geometry (Å):
C1 -2.90 0.36 -0.01  -0.09
C2 -2.52 -0.97 0.17  -0.02
C3 -2.08 1.29 -0.58  -0.11
C4 -1.17 -1.28 -0.12  0.01
C5 -0.81 0.95 -0.99  -0.08
C6 -0.31 -0.29 -0.68  -0.28
C7 1.66 1.24 0.89  -0.40
C8 1.57 -1.99 -0.65  -0.01
N1 0.38 1.28 1.41  0.16
N2 -0.36 1.38 2.26  0.46
N3 2.52 1.93 1.56  0.21
N4 1.92 0.38 -0.17  0.10
N5 1.03 -0.60 -0.65  -0.15
H1 -3.77 0.59 0.55  0.11
H2 -3.21 -1.69 0.42  0.09
H3 -2.45 2.37 -0.62  0.15
H4 -0.86 -2.27 0.20  0.11
H5 -0.20 1.58 -1.72  0.16
H6 0.81 -2.48 -1.16  0.06
H7 2.58 -1.94 -1.16  0.11
H8 1.80 -2.43 0.37  0.11
H9 3.47 2.09 1.18  0.10
H10 2.90 0.50 -0.50  0.19

Computed properties:
relative energy (zero: lowest compared OMol25 entry of this formula, charge and spin): 4.7853 eV
SMILES string: [H]/N=C(/[N+]#N)NN(C)c1ccccc1
LUMO level (alpha / beta): -0.2311 / -0.2309 Ha
gap between HOMO and LUMO (alpha / beta): 5.57 / 5.58 eV
HOMO (alpha / beta): -11.859 / -11.862 eV
total charge: +1
2S+1: 1